Here is an isolated molecule of C14H12ClNO4S from the OMol25 dataset. Energies are from ωB97M-V/def2-TZVPD.

Output
M: 325.8 u
SMILES: Cc1ccc(NS(=O)(=O)c2cc(C(=O)O)ccc2Cl)cc1
LUMO level: -0.184 eV
Kohn-Sham gap: 8.6138 eV
Net charge: 0

Last column: Mulliken charge in e.
CARTESIAN COORDINATES (ANGSTROEM)
C: -2.72 -3.13 -0.73  -1.441
C: -2.22 -1.90 -0.04  0.787
C: -2.65 -0.64 -0.43  -0.723
C: -2.21 0.50 0.21  -0.299
C: -1.32 0.40 1.27  0.385
N: -0.85 1.57 1.89  -0.285
S: -0.26 2.80 0.92  1.158
O: -1.34 3.48 0.29  -0.599
O: 0.63 3.55 1.75  -0.694
C: 0.72 1.85 -0.26  -0.113
C: 1.82 1.23 0.29  -0.533
C: 2.61 0.38 -0.47  0.046
C: 3.79 -0.32 0.10  0.303
O: 4.55 -1.00 -0.54  -0.585
O: 3.93 -0.12 1.41  -0.442
C: 2.29 0.18 -1.82  -0.529
C: 1.21 0.81 -2.38  -0.659
C: 0.41 1.65 -1.60  0.825
Cl: -0.93 2.43 -2.32  -0.159
C: -0.88 -0.86 1.68  -0.652
C: -1.34 -1.99 1.03  -0.847
H: -2.87 -2.94 -1.79  0.363
H: -2.02 -3.95 -0.61  0.370
H: -3.67 -3.44 -0.30  0.292
H: -3.34 -0.55 -1.26  0.394
H: -2.56 1.48 -0.09  0.700
H: -0.25 1.41 2.69  0.362
H: 2.06 1.42 1.33  0.566
H: 4.72 -0.59 1.74  0.348
H: 2.92 -0.48 -2.40  0.470
H: 0.96 0.67 -3.42  0.476
H: -0.19 -0.94 2.50  0.348
H: -1.00 -2.96 1.36  0.370



Here is an isolated molecule of C6H13N3O3 in a non-equilibrium geometry from the OMol25 dataset. Energies are from ωB97M-V/def2-TZVPD.

Output
M: 175.2 u
SMILES: N/C(=N\CCCCC(=O)O)NO
LUMO level: 0.671 eV
Kohn-Sham gap: 9.4296 eV
Net charge: 0

Last column: Mulliken charge in e.
CARTESIAN COORDINATES (ANGSTROEM)
N: 2.42 -2.27 -0.82  -0.572
C: 1.32 -1.79 -0.04  0.536
N: 0.42 -0.84 -0.24  -0.258
C: 0.55 0.02 -1.27  -0.801
C: -0.79 0.81 -1.40  -0.771
C: -0.96 2.00 -0.59  -0.764
C: -0.43 1.70 0.82  -0.356
C: -1.36 0.92 1.65  0.328
O: -1.05 0.32 2.71  -0.650
O: -2.52 0.65 0.97  -0.436
N: 1.08 -2.61 1.01  -0.344
O: -0.16 -2.10 1.81  -0.450
H: 2.59 -1.47 -1.40  0.287
H: 3.33 -2.29 -0.41  0.271
H: 0.91 -0.45 -2.33  0.355
H: 1.30 0.93 -0.94  0.234
H: -0.84 1.22 -2.31  0.543
H: -1.68 0.09 -1.53  0.353
H: -0.26 2.78 -1.09  0.331
H: -1.98 2.40 -0.71  0.316
H: -0.49 2.73 1.27  0.387
H: 0.79 1.69 0.87  0.302
H: -3.07 0.26 1.72  0.377
H: 0.83 -3.68 0.66  0.329
H: 0.05 -1.00 1.59  0.452



Here is a structure of composition C56H41FeN4O4PSi in a non-equilibrium geometry from the OMol25 dataset. Energies are from ωB97M-V/def2-TZVPD.

Output
M: 948.9 u
Expectation value of S²: 0.818
Spin multiplicity: 2
LUMO level (alpha / beta): 0.866 / 0.434 eV
Kohn-Sham gap (alpha / beta): 5.0385 / 4.5711 eV
Net charge: -1

Last column: Mulliken charge in e.
CARTESIAN COORDINATES (ANGSTROEM)
Fe: -0.19 -0.35 0.82  1.532
C: 1.90 -4.24 -0.70  -0.983
C: 1.19 -3.33 0.09  -0.175
N: 1.47 -2.05 0.11  0.135
C: 2.50 -1.58 -0.61  -0.032
C: 3.34 -2.44 -1.37  1.112
C: 2.96 -3.80 -1.43  -0.782
C: 4.50 -1.93 -1.97  -1.084
C: 4.85 -0.62 -1.74  -0.793
C: 4.03 0.25 -1.03  -1.216
C: 2.79 -0.17 -0.53  0.333
N: 1.88 0.59 0.10  0.316
C: 1.97 1.92 0.34  0.268
C: 2.52 2.91 -0.51  0.053
C: 2.52 4.23 -0.13  -1.476
C: 1.95 4.64 1.06  0.078
C: 1.32 3.71 1.88  -0.390
C: 0.53 4.16 3.07  -0.448
C: -0.34 3.05 3.68  -0.609
C: 0.01 1.67 3.28  -1.374
N: 0.78 1.36 2.32  -0.730
C: 1.35 2.36 1.53  0.181
H: 1.60 -5.28 -0.71  0.419
H: 0.38 -3.65 0.73  0.336
H: 3.54 -4.47 -2.06  0.390
H: 5.14 -2.58 -2.55  0.371
H: 5.79 -0.23 -2.13  0.373
H: 4.37 1.26 -0.84  0.679
H: 2.90 2.63 -1.48  0.705
H: 2.95 4.97 -0.80  0.386
H: 1.93 5.69 1.34  0.469
H: 1.18 4.69 3.78  0.578
H: -0.39 3.10 4.77  0.730
H: -0.40 0.84 3.85  0.626
O: 0.43 -2.61 -3.18  -0.753
C: -0.52 -2.25 -2.51  -0.437
O: -0.51 -1.35 -1.60  -0.140
C: -1.90 -2.84 -2.69  -0.144
C: -2.25 -3.60 -3.79  -0.444
C: -3.55 -4.07 -3.92  -0.784
C: -4.49 -3.75 -2.95  -0.926
C: -4.13 -3.00 -1.85  -0.382
C: -2.82 -2.55 -1.70  0.810
P: -2.26 -1.45 -0.35  2.023
C: -2.92 0.04 -1.18  1.550
C: -2.04 0.96 -1.74  -0.528
C: -2.53 2.04 -2.46  -0.220
C: -3.89 2.21 -2.63  -0.670
C: -4.77 1.30 -2.07  -0.782
C: -4.29 0.21 -1.37  -0.689
C: -3.43 -1.92 1.02  0.803
C: -3.53 -1.05 2.11  -0.798
C: -4.20 -1.43 3.25  -0.748
C: -4.69 -2.72 3.38  -0.859
C: -4.50 -3.63 2.36  -0.815
C: -3.86 -3.24 1.19  -0.705
H: -1.50 -3.81 -4.54  0.544
H: -3.82 -4.67 -4.77  0.382
H: -5.51 -4.09 -3.06  0.421
H: -4.88 -2.76 -1.10  0.506
H: -0.98 0.82 -1.62  0.064
H: -1.83 2.74 -2.90  0.472
H: -4.26 3.06 -3.19  0.396
H: -5.84 1.43 -2.18  0.391
H: -4.99 -0.50 -0.94  0.145
H: -3.03 -0.10 2.05  0.079
H: -4.31 -0.72 4.05  0.518
H: -5.19 -3.02 4.29  0.384
H: -4.82 -4.65 2.47  0.406
H: -3.69 -3.96 0.41  0.511
O: -1.69 1.42 1.18  1.709
Si: -2.39 2.77 1.50  -0.791
C: -2.26 4.00 0.02  0.831
C: -1.02 4.18 -0.59  0.276
C: -0.85 5.10 -1.61  -0.761
C: -1.93 5.83 -2.08  -0.936
C: -3.18 5.61 -1.52  -0.738
C: -3.34 4.72 -0.48  -0.772
C: -4.29 2.73 1.79  0.248
C: -5.00 1.64 1.30  -0.023
C: -6.38 1.56 1.37  -0.651
C: -7.10 2.59 1.96  -0.883
C: -6.42 3.70 2.44  -0.918
C: -5.04 3.77 2.34  -0.238
C: -1.62 3.73 3.05  2.928
C: -2.60 4.02 4.13  -1.138
C: -2.72 5.21 4.72  -0.592
C: -1.88 6.33 4.36  -0.808
C: -0.94 6.20 3.42  -1.182
C: -0.73 4.94 2.66  0.668
H: -0.19 3.58 -0.27  -0.098
H: 0.13 5.24 -2.04  0.425
H: -1.80 6.53 -2.89  0.345
H: -4.04 6.15 -1.90  0.416
H: -4.32 4.57 -0.05  0.371
H: -4.45 0.84 0.85  -0.512
H: -6.89 0.70 0.98  0.456
H: -8.18 2.53 2.03  0.368
H: -6.97 4.51 2.89  0.448
H: -4.53 4.64 2.72  0.444
H: -3.21 3.18 4.45  0.380
H: -3.46 5.37 5.50  0.431
H: -2.01 7.27 4.88  0.370
H: -0.28 7.02 3.16  0.438
H: -0.75 5.18 1.59  -0.352
O: -1.27 -3.26 3.93  -0.672
C: -0.87 -2.44 3.19  0.779
N: -0.43 -1.62 2.46  -0.826



Here is an isolated molecule of C16H18N4 in a non-equilibrium geometry from the OMol25 dataset. Energies are from ωB97M-V/def2-TZVPD.

Output
M: 266.3 u
SMILES: N#CCN1CCN2Cc3[nH]c4ccccc4c3C[C@H]2C1
LUMO level: 0.726 eV
Kohn-Sham gap: 8.4108 eV
Net charge: 0

Last column: Mulliken charge in e.
CARTESIAN COORDINATES (ANGSTROEM)
N: -5.22 -4.61 -0.95  -0.441
C: -4.73 -3.63 -0.49  0.259
C: -4.27 -2.32 0.01  -0.645
N: -2.74 -2.14 0.00  0.008
C: -2.17 -2.01 -1.42  -0.863
C: -0.79 -2.21 -1.43  -0.799
N: -0.21 -1.08 -0.76  0.109
C: 1.18 -0.99 -1.19  -0.932
C: 1.76 0.22 -0.51  -0.055
N: 2.93 0.78 -0.83  -0.127
C: 3.06 2.08 -0.22  -0.820
C: 4.05 3.07 -0.01  -0.592
C: 3.92 4.17 0.87  -0.781
C: 2.71 4.18 1.55  -0.418
C: 1.71 3.13 1.52  -0.531
C: 2.01 2.17 0.60  0.790
C: 1.18 0.97 0.44  0.780
C: -0.13 0.61 1.11  -1.017
C: -0.56 -0.90 0.63  0.279
C: -2.10 -1.22 0.98  -0.913
H: -4.72 -1.44 -0.47  0.370
H: -4.71 -2.12 0.96  0.454
H: -2.34 -1.03 -1.86  0.297
H: -2.54 -2.75 -2.13  0.467
H: -0.50 -2.13 -2.51  0.397
H: -0.40 -3.13 -1.06  0.400
H: 1.20 -0.91 -2.27  0.502
H: 1.76 -1.80 -0.86  0.358
H: 3.43 0.46 -1.64  0.250
H: 4.98 3.03 -0.47  0.427
H: 4.50 5.06 0.85  0.417
H: 2.63 5.10 2.17  0.285
H: 0.77 3.16 2.05  0.365
H: -0.04 0.65 2.20  0.476
H: -0.92 1.32 0.90  0.407
H: 0.08 -1.71 1.22  0.156
H: -2.06 -1.72 1.91  0.317
H: -2.73 -0.27 1.12  0.363



Here is a structure of composition C4H12BrNOSSi in a non-equilibrium geometry from the OMol25 dataset. Energies are from ωB97M-V/def2-TZVPD.

Output
M: 230.2 u
LUMO level: 0.018 eV
Kohn-Sham gap: 9.8758 eV
Net charge: 0

Last column: Mulliken charge in e.
CARTESIAN COORDINATES (ANGSTROEM)
C: 1.05 0.44 2.35  -1.079
C: 1.71 -1.47 -0.06  -1.066
C: -1.14 -1.51 1.24  -1.131
C: -0.51 2.13 -2.49  -1.033
N: -0.15 0.92 -0.13  -0.209
O: -0.89 -0.47 -2.25  -0.594
Si: 0.43 -0.42 0.85  0.485
S: -0.96 0.84 -1.34  0.698
Br: -3.04 1.18 -1.00  -0.163
H: 2.06 0.75 2.21  0.316
H: 0.31 1.10 2.76  0.311
H: 1.16 -0.30 3.09  0.368
H: 1.21 -2.51 -0.31  0.268
H: 1.93 -1.08 -1.00  0.370
H: 2.64 -1.74 0.48  0.348
H: -0.97 -2.51 1.54  0.387
H: -1.79 -0.98 2.00  0.263
H: -1.70 -1.60 0.33  0.357
H: 0.54 2.27 -2.46  0.321
H: -0.91 1.90 -3.47  0.370
H: -1.01 3.07 -2.36  0.411



Here is a structure of composition C34H37ClGaO2S3Sb in a non-equilibrium geometry from the OMol25 dataset. Energies are from ωB97M-V/def2-TZVPD.

Output
M: 800.8 u
LUMO level: -6.265 eV
Kohn-Sham gap: 6.8910 eV
Net charge: +2

Last column: Mulliken charge in e.
CARTESIAN COORDINATES (ANGSTROEM)
Ga: -0.18 0.76 -1.39  1.298
C: 3.28 2.64 -1.71  -1.033
C: 3.41 1.27 -2.37  -0.431
S: 1.93 0.45 -3.05  0.141
C: 1.41 1.46 -4.48  -1.036
C: 0.83 2.83 -4.19  -0.586
S: -0.60 2.79 -3.03  0.007
C: -0.31 4.23 -1.95  -0.754
C: 1.07 4.39 -1.33  -1.002
S: 1.82 2.87 -0.62  0.415
H: 3.27 3.44 -2.45  0.452
H: 4.15 2.78 -1.06  0.616
H: 3.77 0.54 -1.64  -0.007
H: 4.14 1.34 -3.18  0.643
H: 0.67 0.84 -4.98  0.426
H: 2.28 1.57 -5.14  0.571
H: 0.44 3.25 -5.12  0.560
H: 1.57 3.51 -3.78  0.254
H: -1.06 4.11 -1.17  0.395
H: -0.54 5.12 -2.53  0.540
H: 0.99 5.10 -0.49  0.491
H: 1.78 4.81 -2.04  0.483
Cl: -5.73 -3.91 -2.72  -0.188
C: -4.59 -2.63 -2.49  -0.013
C: -5.06 -1.32 -2.30  -0.434
C: -4.19 -0.29 -2.09  -0.592
C: -2.80 -0.51 -2.05  0.203
O: -1.99 0.51 -1.83  -0.173
C: -2.32 -1.84 -2.26  1.134
C: -0.94 -2.13 -2.23  -0.484
O: -0.03 -1.34 -1.89  -0.324
C: -3.24 -2.88 -2.50  -0.963
H: -6.13 -1.13 -2.31  0.489
H: -4.54 0.72 -1.95  0.488
H: -0.63 -3.14 -2.51  0.415
H: -2.88 -3.88 -2.66  0.511
C: 0.63 -1.50 4.01  -1.266
C: -0.10 -0.20 4.10  0.662
C: -0.46 0.33 5.33  -0.871
C: -1.13 1.53 5.43  -0.781
C: -1.47 2.24 4.28  -0.749
C: -1.12 1.73 3.04  -0.591
C: -0.45 0.52 2.96  0.951
Sb: 0.13 -0.31 1.07  -0.069
C: 2.29 -0.13 1.32  0.781
C: 2.63 1.00 2.05  -1.023
C: 3.96 1.33 2.23  -0.664
C: 4.95 0.52 1.68  -0.884
C: 4.59 -0.60 0.94  -0.317
C: 3.26 -0.94 0.74  0.314
C: 2.90 -2.15 -0.06  -1.513
C: -1.13 -2.09 0.92  0.760
C: -0.58 -3.34 0.66  -0.465
C: -1.41 -4.44 0.51  -0.693
C: -2.78 -4.28 0.62  -1.048
C: -3.32 -3.03 0.87  -0.441
C: -2.51 -1.91 1.02  0.482
C: -3.14 -0.58 1.31  -2.057
H: 0.71 -1.98 4.99  0.568
H: 1.65 -1.34 3.64  0.223
H: 0.12 -2.20 3.34  0.168
H: -0.20 -0.21 6.23  0.483
H: -1.40 1.92 6.40  0.436
H: -1.99 3.18 4.36  0.464
H: -1.37 2.27 2.14  0.512
H: 1.86 1.63 2.48  0.509
H: 4.22 2.20 2.80  0.509
H: 5.99 0.76 1.82  0.442
H: 5.36 -1.22 0.51  0.509
H: 3.71 -2.41 -0.74  0.505
H: 1.99 -1.97 -0.64  0.125
H: 2.76 -3.00 0.60  0.452
H: 0.49 -3.46 0.59  0.341
H: -0.98 -5.40 0.31  0.496
H: -3.44 -5.13 0.50  0.480
H: -4.39 -2.91 0.94  0.539
H: -4.19 -0.60 1.04  0.524
H: -2.66 0.23 0.75  0.248
H: -3.07 -0.35 2.37  0.428